Entry from the OMol25 dataset: a cluster of 2 separate species, C4H13NO in total in a non-equilibrium geometry (ωB97M-V/def2-TZVPD).

```
19
Properties=species:S:1:pos:R:3
O 0.018 0.518 3.000
N -1.103 0.202 0.926
C 1.281 0.570 0.854
C 0.025 0.874 1.623
C -0.301 0.146 -1.794
C -0.128 -1.352 -2.044
H 0.651 -0.198 3.131
H -0.837 0.281 -0.594
H -0.198 1.946 1.589
H 0.908 0.621 -0.338
H 2.104 1.192 1.201
H 0.733 -1.728 -1.489
H -1.000 -1.904 -1.694
H -1.183 0.502 -2.338
H 0.012 -1.594 -3.100
H -1.046 -0.801 1.086
H -2.000 0.504 1.293
H 1.568 -0.478 0.981
H 0.496 0.700 -2.293
```

Summary:
HOMO-LUMO gap (eV): 9.31
HOMO energy (eV): -8.4
SMILES string: C[C@@H](N)O.CC

Want to see where the charge sits? The Mulliken charges in e are: -0.529 -0.517 -0.905 0.054 -0.931 -0.863 0.330 0.337 0.295 0.042 0.363 0.237 0.277 0.357 0.339 0.250 0.231 0.313 0.321

Entry from the OMol25 dataset: an isolated molecule of C4H6N4 in a non-equilibrium geometry (ωB97M-V/def2-TZVPD).

```
14
Properties=species:S:1:pos:R:3
N 0.519 -1.566 -0.588
N -0.525 -1.529 -1.543
N -0.573 1.503 0.963
N -1.663 -0.932 -1.234
C 1.312 0.303 1.025
C 0.705 1.487 1.413
C -0.684 0.428 0.066
C 0.442 -0.381 0.178
H 0.422 -2.314 0.048
H -2.042 -0.462 -2.092
H -0.180 -1.408 -2.506
H -0.989 2.435 0.942
H 2.274 0.125 1.354
H 0.984 2.311 1.974
```

Summary:
HOMO-LUMO gap (spin up / spin down) (eV): 8.04 / 7.88
HOMO energy (spin up / spin down) (eV): -7.4 / -7.4

Want to see where the charge sits? The Mulliken charges in e are: -0.361 -0.041 -0.072 -0.341 -0.887 -0.401 -0.206 0.384 0.268 0.247 0.229 0.271 0.438 0.472

Entry from the OMol25 dataset: an isolated molecule of C6H14N2 in a non-equilibrium geometry (ωB97M-V/def2-TZVPD).

```
22
Properties=species:S:1:pos:R:3
N -2.392 0.994 -0.860
N -1.102 1.450 -0.453
C 0.165 -0.473 0.247
C 1.926 -0.228 -0.063
C 0.145 0.578 -0.842
C -0.072 -0.200 1.725
C -0.408 -1.815 -0.177
C 1.503 1.181 -0.482
H 0.320 0.773 2.031
H -1.468 -1.895 0.082
H 2.044 1.613 -1.326
H -2.378 0.687 -1.834
H 2.505 -0.314 0.855
H 2.347 -0.850 -0.855
H -1.138 -0.238 1.967
H -0.314 -1.988 -1.253
H 0.084 0.215 -1.871
H 1.495 1.902 0.342
H 0.114 -2.632 0.331
H 0.416 -0.964 2.339
H -2.702 0.196 -0.304
H -1.090 2.007 0.402
```

Summary:
HOMO-LUMO gap (eV): 8.36
HOMO energy (eV): -7.5
SMILES string: CC1(C)CC[C@@H]1NN

Want to see where the charge sits? The Mulliken charges in e are: -0.663 -0.254 1.356 -0.812 -0.329 -1.561 -1.668 -0.660 0.388 0.326 0.348 0.268 0.364 0.299 0.342 0.365 0.402 0.212 0.389 0.379 0.231 0.280

Entry from the OMol25 dataset: an isolated molecule of ClH4NSi in a non-equilibrium geometry (ωB97M-V/def2-TZVPD).

```
7
Properties=species:S:1:pos:R:3
Cl 1.976 1.362 -0.408
Si -0.575 -0.591 -0.162
N 0.625 0.532 0.367
H -0.966 -0.869 1.161
H -1.640 -0.145 -0.925
H 0.303 -1.514 -0.949
H 0.278 1.225 0.916
```

Summary:
HOMO-LUMO gap (eV): 10.00
HOMO energy (eV): -9.4
SMILES string: [SiH3]NCl

Want to see where the charge sits? The Mulliken charges in e are: -0.107 0.387 -0.247 -0.079 -0.114 -0.094 0.254

Entry from the OMol25 dataset: an isolated molecule of C3H3NO in a non-equilibrium geometry (ωB97M-V/def2-TZVPD).

```
8
Properties=species:S:1:pos:R:3
O -0.140 1.701 0.157
N -0.178 1.784 -1.145
C 0.051 0.573 0.759
C 0.195 -0.635 0.037
C 0.209 -1.837 -0.106
H -0.112 0.779 -1.427
H 0.273 -2.899 -0.052
H -0.298 0.534 1.777
```

Summary:
HOMO-LUMO gap (spin up / spin down) (eV): 8.83 / 8.21
HOMO energy (spin up / spin down) (eV): -9.3 / -8.3

Want to see where the charge sits? The Mulliken charges in e are: -0.094 -0.357 0.013 -0.385 -0.192 0.277 0.405 0.333

Entry from the OMol25 dataset: a structure of composition C3H7N2 in a non-equilibrium geometry (ωB97M-V/def2-TZVPD).

```
12
Properties=species:S:1:pos:R:3
N -0.422 -0.765 -1.634
N -0.533 0.262 -1.185
C 0.005 1.549 2.046
C -0.057 -2.111 -1.595
C 0.041 1.430 0.693
H 0.999 1.317 1.429
H -0.999 -2.718 -1.873
H 0.282 2.301 0.132
H 0.053 2.568 2.506
H 0.501 -2.558 -0.687
H -0.331 0.767 2.734
H 0.462 -2.043 -2.566
```

Summary:
Charge: +1
HOMO-LUMO gap (spin up / spin down) (eV): 8.07 / 8.07
HOMO energy (spin up / spin down) (eV): -12.9 / -12.9

Want to see where the charge sits? The Mulliken charges in e are: 0.172 -0.028 -0.240 -0.505 -0.443 0.286 0.294 0.266 0.275 0.344 0.263 0.316